[1]
Here is C13H21AuCl3GeIN4O3 as an isolated structure from OMol25. Energies are from ωB97M-V/def2-TZVPD.

Expectation value of S²   0.753
E_HOMO (alpha / beta)   -17.61 / -17.61 eV
Orbital gap (alpha / beta)   8.008 / 3.988 eV

ORCA input file:
```
! RIJCOSX wB97M-V def2-TZVPD def2/J DEFGRID3
* xyz 3 2
Au 0.89 0.16 0.32
C 1.64 -0.25 4.60
C 0.78 -0.31 3.38
O 1.21 0.27 2.33
N -0.37 -0.95 3.46
C -1.37 -1.09 2.40
C -1.05 -2.21 1.44
C -1.57 -3.48 1.60
C -1.21 -4.47 0.69
C -0.34 -4.15 -0.34
C 0.13 -2.85 -0.44
N -0.22 -1.90 0.44
H 2.47 0.43 4.43
H 2.04 -1.25 4.80
H 1.07 0.07 5.46
H -0.57 -1.38 4.35
H -1.46 -0.14 1.87
H -2.33 -1.28 2.90
H -2.25 -3.70 2.41
H -1.59 -5.47 0.79
H -0.03 -4.89 -1.07
H 0.80 -2.55 -1.23
Cl 3.77 1.81 -1.48
Ge 3.16 1.16 0.43
Cl 3.13 2.77 1.76
Cl 4.24 -0.53 1.05
N -3.67 2.47 -0.65
C -2.59 2.73 0.10
O -1.68 1.94 0.31
C -2.42 4.14 0.69
I -4.17 5.05 1.52
H -3.77 1.56 -1.06
H -4.38 3.15 -0.85
H -2.14 4.85 -0.10
H -1.67 4.13 1.47
C 1.79 -0.76 -4.18
N 1.26 0.56 -3.82
C 1.06 1.57 -4.88
C 0.94 0.82 -2.60
O 1.06 -0.07 -1.68
H 2.05 -0.76 -5.24
H 1.05 -1.53 -3.99
H 2.68 -0.96 -3.59
H 1.81 1.42 -5.65
H 1.18 2.57 -4.46
H 0.07 1.46 -5.32
H 0.58 1.82 -2.37
*
```

Results of the Mulliken charge analysis, in e, for atoms 1 through 6: number 1, Au, carries 1.66; number 2, C, carries -1.35; number 3, C, carries 0.71; number 4, O, carries -0.40; number 5, N, carries 0.06; number 6, C, carries -1.28

=====

[2]
Here is C13H21IIrN6O3SSbSe4 as an isolated structure from OMol25. Energies are from ωB97M-V/def2-TZVPD.

Expectation value of S²   0.758
E_HOMO (alpha / beta)   -10.85 / -10.83 eV
Orbital gap (alpha / beta)   5.730 / 5.188 eV

ORCA input file:
```
! RIJCOSX wB97M-V def2-TZVPD def2/J DEFGRID3
* xyz 1 2
Ir 0.47 1.17 0.06
O -1.05 2.78 -0.30
N -2.25 2.77 -0.71
C -2.79 1.70 -1.23
C -1.93 0.59 -1.36
N -0.98 -0.07 -1.27
C -4.16 1.67 -1.61
N -5.25 1.57 -1.93
Se 1.15 -1.03 3.17
Sb 3.12 0.64 2.96
Se 3.42 1.77 5.00
Se 4.77 -0.22 1.56
Se 1.90 2.41 1.42
C 2.83 -0.16 -2.09
C 2.49 1.32 -2.22
C 3.55 2.17 -1.55
C 2.32 1.71 -3.68
O 1.19 1.56 -1.64
H 3.84 -0.34 -2.47
H 2.13 -0.76 -2.67
H 2.82 -0.48 -1.05
H 4.44 2.21 -2.18
H 3.86 1.76 -0.59
H 3.20 3.19 -1.41
H 3.24 1.51 -4.22
H 2.09 2.77 -3.77
H 1.51 1.15 -4.14
S 1.22 -1.15 0.90
C -0.09 -2.30 0.56
N -0.24 -2.62 -0.70
C -1.25 -3.57 -1.17
C -2.39 -3.63 -0.16
C -1.83 -3.86 1.23
N -0.80 -2.85 1.51
H 0.31 -2.12 -1.38
H -0.80 -4.55 -1.31
H -1.60 -3.22 -2.14
H -3.07 -4.44 -0.42
H -2.95 -2.69 -0.18
H -1.39 -4.86 1.32
H -2.59 -3.76 2.00
H -0.62 -2.57 2.47
N -1.30 2.87 2.53
C -1.52 1.57 2.42
O -0.90 0.82 1.65
C -2.55 0.99 3.36
I -3.72 -0.53 2.47
H -0.71 3.35 1.86
H -1.85 3.44 3.17
H -3.25 1.75 3.70
H -2.03 0.55 4.21
*
```

Results of the Mulliken charge analysis, in e, for atoms 1 through 6: number 1, Ir, carries 1.79; number 2, O, carries -0.37; number 3, N, carries -0.22; number 4, C, carries 0.07; number 5, C, carries 0.90; number 6, N, carries -0.61

=====

[3]
Here is C13H21MgN6O3S2 as an isolated structure from OMol25. Energies are from ωB97M-V/def2-TZVPD.

E_HOMO   -10.15 eV
Orbital gap   7.818 eV

ORCA input file:
```
! RIJCOSX wB97M-V def2-TZVPD def2/J DEFGRID3
* xyz 1 1
Mg 0.53 1.01 -0.79
N 0.28 3.21 -0.30
N -0.80 3.27 0.59
C -1.06 2.28 1.45
N -2.16 2.38 2.20
S 0.00 1.00 1.70
H 1.00 3.89 -0.05
H -0.04 3.39 -1.25
H -1.53 3.96 0.41
H -2.80 3.15 2.13
H -2.35 1.66 2.88
C 1.76 -2.38 -2.53
C 1.30 -1.96 -1.16
N 1.05 -2.92 -0.27
O 1.15 -0.77 -0.87
H 1.89 -3.45 -2.62
H 2.69 -1.87 -2.76
H 1.02 -2.03 -3.25
H 1.14 -3.90 -0.48
H 0.71 -2.65 0.65
C 5.81 0.73 -0.56
N 4.52 0.98 0.04
C 4.38 0.79 1.47
C 3.48 1.36 -0.62
N 2.52 1.71 -1.15
H 6.12 -0.29 -0.35
H 6.56 1.41 -0.16
H 5.75 0.87 -1.64
H 4.67 -0.23 1.74
H 3.34 0.94 1.76
H 5.01 1.50 2.01
O -6.08 -2.61 1.42
C -4.75 -2.76 1.29
O -4.18 -3.71 1.75
C -4.03 -1.70 0.53
C -2.84 -2.05 -0.10
C -2.12 -1.13 -0.81
C -2.54 0.20 -0.89
S -1.64 1.37 -1.80
C -3.73 0.56 -0.24
C -4.46 -0.37 0.45
H -6.43 -1.86 0.93
H -2.51 -3.08 -0.04
H -1.23 -1.42 -1.36
H -4.07 1.59 -0.30
H -5.37 -0.05 0.95
*
```

Results of the Mulliken charge analysis, in e, for atoms 1 through 6: number 1, Mg, carries 0.52; number 2, N, carries -0.63; number 3, N, carries -0.13; number 4, C, carries 0.74; number 5, N, carries -0.40; number 6, S, carries -0.61

=====

[4]
Here is one molecule with the formula C13H21N3O3 from OMol25. Energies are from ωB97M-V/def2-TZVPD.

SMILES   CCCCCCCCNC=C1C(=O)NC(=O)NC1=O
E_HOMO   -8.99 eV
Orbital gap   9.358 eV

ORCA input file:
```
! RIJCOSX wB97M-V def2-TZVPD def2/J DEFGRID3
* xyz 0 1
C -6.25 0.00 -0.86
C -5.20 0.03 0.25
C -3.84 0.51 -0.27
C -2.79 0.53 0.83
C -1.46 1.14 0.39
C -0.76 0.40 -0.75
C -0.47 -1.08 -0.50
H -1.40 -1.62 -0.37
H 0.04 -1.49 -1.37
C 0.40 -1.33 0.74
N 1.66 -0.65 0.65
C 2.81 -1.20 0.37
C 3.99 -0.49 0.18
C 3.99 0.95 0.24
O 3.01 1.64 0.47
N 5.22 1.55 0.03
C 6.41 0.92 -0.24
O 7.44 1.53 -0.41
N 6.33 -0.45 -0.28
C 5.20 -1.23 -0.10
O 5.28 -2.44 -0.17
H 7.20 -0.94 -0.48
H 5.24 2.56 0.07
H 2.86 -2.28 0.28
H 1.67 0.38 0.70
H -0.12 -0.99 1.64
H 0.59 -2.40 0.84
H -1.37 0.48 -1.65
H 0.18 0.92 -0.97
H -0.79 1.19 1.26
H -1.64 2.17 0.07
H -3.17 1.12 1.67
H -2.63 -0.49 1.20
H -3.95 1.52 -0.68
H -3.52 -0.15 -1.08
H -5.53 0.69 1.05
H -5.09 -0.97 0.67
H -7.20 -0.34 -0.47
H -6.38 0.99 -1.28
H -5.94 -0.67 -1.66
*
```

Results of the Mulliken charge analysis, in e, for atoms 1 through 6: number 1, C, carries -1.29; number 2, C, carries -0.39; number 3, C, carries -0.51; number 4, C, carries -0.73; number 5, C, carries -0.61; number 6, C, carries -0.91

=====

[5]
Here is C13H21N6O6P2SSeV as an isolated structure from OMol25. Energies are from ωB97M-V/def2-TZVPD.

Expectation value of S²   2.033
E_HOMO (alpha / beta)   -7.79 / -7.89 eV
Orbital gap (alpha / beta)   7.481 / 7.239 eV

ORCA input file:
```
! RIJCOSX wB97M-V def2-TZVPD def2/J DEFGRID3
* xyz 0 3
V 0.44 0.65 -0.20
C 1.91 -1.03 4.42
C 1.69 0.45 4.70
N 0.48 0.97 4.09
C 0.34 1.25 2.78
S 1.74 1.28 1.76
N -0.88 1.50 2.35
N -0.90 1.69 1.02
C -1.84 2.40 0.50
C -2.92 3.01 1.32
C -1.71 2.60 -0.94
C -2.65 3.27 -1.72
C -2.41 3.44 -3.07
C -1.24 2.94 -3.61
C -0.35 2.28 -2.78
N -0.58 2.11 -1.49
H 2.83 -1.38 4.89
H 1.07 -1.63 4.79
H 1.99 -1.18 3.34
H 1.61 0.63 5.77
H 2.53 1.03 4.34
H -0.39 0.90 4.60
H -2.49 3.42 2.24
H -3.46 3.79 0.79
H -3.63 2.24 1.64
H -3.56 3.64 -1.27
H -3.13 3.95 -3.69
H -1.00 3.06 -4.66
H 0.58 1.87 -3.15
N 1.39 -3.18 -2.04
C 0.20 -2.83 -1.15
C -0.64 -4.08 -0.90
P -0.77 -1.54 -2.10
O 0.41 -0.83 -2.95
O -1.69 -2.22 -3.02
O -1.13 -0.49 -1.09
P 0.97 -2.07 0.34
O 1.49 -3.38 1.10
O 2.06 -1.24 -0.28
O 0.02 -1.25 1.14
H 1.08 -3.44 -2.97
H 1.94 -3.94 -1.64
H 2.00 -2.33 -2.10
H -1.08 -4.44 -1.83
H -1.45 -3.81 -0.23
H -0.05 -4.86 -0.42
H 0.39 -0.98 -3.90
H 1.72 -3.21 2.02
Se 2.66 1.62 -1.33
C 3.06 0.15 -2.38
N 3.32 -0.76 -3.04
*
```

Results of the Mulliken charge analysis, in e, for atoms 1 through 6: number 1, V, carries 0.38; number 2, C, carries -0.46; number 3, C, carries -0.80; number 4, N, carries -0.18; number 5, C, carries 0.59; number 6, S, carries -0.50

=====

[6]
Here is C13H21O10Rb2 as an isolated structure from OMol25. Energies are from ωB97M-V/def2-TZVPD.

Expectation value of S²   0.754
E_HOMO (alpha / beta)   -14.84 / -14.84 eV
Orbital gap (alpha / beta)   7.801 / 5.348 eV

ORCA input file:
```
! RIJCOSX wB97M-V def2-TZVPD def2/J DEFGRID3
* xyz 2 2
Rb 0.59 -2.83 2.37
Rb -2.98 -2.74 0.63
C 0.56 -0.56 -0.38
O -0.30 -1.64 -0.12
H 0.08 0.09 -1.11
H 1.02 0.05 0.40
H 1.43 -1.03 -0.85
C 4.91 0.07 -0.63
C 4.97 0.80 0.66
C 3.91 1.88 0.84
O 3.29 1.71 2.02
C 3.64 0.61 2.53
O 3.07 -0.02 3.39
O 4.62 0.04 1.76
H 5.47 -0.82 -0.37
H 5.32 0.77 -1.35
H 3.89 -0.24 -0.85
H 5.99 1.16 0.76
H 3.22 1.77 0.00
H 4.34 2.87 0.73
C -0.32 1.25 3.42
C -1.40 0.32 3.89
C -2.57 0.91 4.74
O -3.68 0.57 3.97
C -3.38 -0.07 2.82
O -4.15 -0.46 1.98
O -2.05 0.09 2.62
H 0.36 1.10 4.26
H -0.60 2.29 3.52
H 0.04 1.02 2.41
H -1.08 -0.58 4.42
H -2.60 1.99 4.83
H -2.56 0.47 5.73
C -2.28 -2.06 -5.65
C -2.94 -1.21 -4.56
C -2.04 -0.75 -3.40
O -2.02 0.70 -3.66
C -3.06 1.12 -4.39
O -3.36 2.32 -4.60
O -3.53 0.01 -5.04
H -2.92 -2.52 -6.39
H -1.81 -2.96 -5.27
H -1.54 -1.45 -6.18
H -3.80 -1.73 -4.15
H -1.15 -1.36 -3.29
H -2.61 -0.95 -2.48
*
```

Results of the Mulliken charge analysis, in e, for atoms 1 through 6: number 1, Rb, carries 0.98; number 2, Rb, carries 0.95; number 3, C, carries -0.30; number 4, O, carries -0.29; number 5, H, carries 0.25; number 6, H, carries -0.04

=====

[7]
Here is one molecule with the formula C13H21P from OMol25. Energies are from ωB97M-V/def2-TZVPD.

Expectation value of S²   2.052
E_HOMO (alpha / beta)   -4.56 / -8.38 eV
Orbital gap (alpha / beta)   5.520 / 5.978 eV

ORCA input file:
```
! RIJCOSX wB97M-V def2-TZVPD def2/J DEFGRID3
* xyz 0 3
C 4.37 1.09 -0.16
C 3.30 1.46 0.66
C 4.38 -0.25 -0.59
C 2.29 0.60 0.92
C 3.41 -1.15 -0.09
C 2.31 -0.75 0.60
C 1.29 -1.77 1.08
C -3.66 -1.22 -0.53
C 0.29 -2.01 -0.07
C -2.43 2.81 0.12
C -3.13 -0.46 0.61
C -0.39 -0.79 -0.66
C -1.59 1.74 -0.64
P -1.44 0.23 0.60
H 5.13 1.76 -0.50
H 3.22 2.47 0.97
H 5.03 -0.67 -1.28
H 1.56 1.11 1.55
H 3.42 -2.13 -0.53
H 0.83 -1.23 1.97
H -3.08 -1.10 -1.41
H -3.84 -2.27 -0.30
H -4.58 -0.81 -0.87
H 0.81 -2.63 -0.80
H 1.66 -2.66 1.47
H -0.46 -2.78 0.17
H -3.55 2.60 0.00
H -2.28 2.86 1.17
H -2.32 3.73 -0.39
H -3.34 -0.96 1.56
H -3.80 0.50 0.52
H -1.07 -0.96 -1.44
H 0.33 -0.09 -1.17
H -0.67 2.22 -0.84
H -2.00 1.48 -1.72
*
```

Results of the Mulliken charge analysis, in e, for atoms 1 through 6: number 1, C, carries -0.53; number 2, C, carries -0.69; number 3, C, carries -0.76; number 4, C, carries 0.04; number 5, C, carries -0.07; number 6, C, carries 0.37

=====

[8]
Here is C13H22BCl2CrN4S3 as an isolated structure from OMol25. Energies are from ωB97M-V/def2-TZVPD.

Expectation value of S²   0.771
E_HOMO (alpha / beta)   -14.68 / -14.67 eV
Orbital gap (alpha / beta)   6.132 / 6.710 eV

ORCA input file:
```
! RIJCOSX wB97M-V def2-TZVPD def2/J DEFGRID3
* xyz 2 2
Cr 0.53 -0.70 -0.69
C 2.08 -1.07 2.23
C 0.66 -0.93 2.77
S -0.58 -0.96 1.45
C -1.72 0.42 1.81
C -1.15 1.67 2.46
S 0.11 2.55 1.50
C 1.64 2.30 2.41
C 2.76 1.62 1.61
S 2.47 0.00 0.83
H 2.80 -0.86 3.02
H 2.28 -2.09 1.90
H 0.44 -1.76 3.43
H 0.53 -0.01 3.32
H -2.19 0.63 0.85
H -2.48 -0.03 2.45
H -1.99 2.36 2.57
H -0.79 1.49 3.47
H 2.02 3.29 2.68
H 1.46 1.79 3.35
H 3.11 2.25 0.80
H 3.62 1.43 2.25
Cl 2.05 -2.75 -0.80
C 2.84 -2.07 -2.26
Cl 1.95 -0.58 -2.69
H 2.74 -2.79 -3.07
H 3.87 -1.83 -2.03
B -2.68 0.24 -1.82
N -2.20 -1.27 -1.70
C -3.04 -2.28 -1.79
C -2.36 -3.49 -1.53
C -1.08 -3.11 -1.28
N -0.95 -1.74 -1.38
N -1.41 1.12 -2.03
C -1.37 2.26 -2.70
C -0.13 2.87 -2.53
C 0.56 2.02 -1.71
N -0.23 0.95 -1.39
H -3.26 0.55 -0.80
H -3.36 0.35 -2.80
H -4.07 -2.10 -2.04
H -2.77 -4.48 -1.54
H -0.25 -3.74 -1.04
H -2.24 2.57 -3.26
H 0.21 3.81 -2.94
H 1.56 2.10 -1.32
*
```

Results of the Mulliken charge analysis, in e, for atoms 1 through 6: number 1, Cr, carries 0.16; number 2, C, carries -1.00; number 3, C, carries -0.55; number 4, S, carries 0.14; number 5, C, carries -0.09; number 6, C, carries -1.16